Record 1
Here is a single C3H5N3O molecule at a distorted geometry from OMol25. Energies are from wB97M-V/def2-TZVPD.

Geometry as XYZ:
```
12
Properties=species:S:1:pos:R:3:forces:R:3
C -0.9341 1.4923 1.4612 0.31 1.90 -2.36
N -0.6762 1.1043 -0.0264 -1.74 5.72 1.57
C 0.1518 0.3014 -0.4277 -2.34 -0.81 3.04
N 0.3635 -0.8120 0.3995 2.32 -3.63 -2.12
C 0.7545 -1.7131 -0.4598 1.09 4.27 -0.03
N 1.1130 -1.1247 -1.7655 -1.78 -0.91 0.80
O 0.4408 0.1603 -1.7053 1.63 -1.02 -1.36
H -2.0361 1.9107 1.5007 2.34 -1.29 0.19
H -0.6650 0.5952 1.9680 -0.50 -0.43 1.26
H -0.2070 2.3881 1.8423 -1.67 -2.16 -1.30
H 1.1671 -2.6648 -0.3546 -0.08 -1.72 0.70
H 0.5278 -1.6376 -2.4324 0.42 0.09 -0.39
```
Positions in Å, forces in eV/Å.

**Energy above the lowest of the compared OMol25 structures with the same formula, charge and spin**: 109.7 kcal/mol
**Orbital gap**: 9.2 eV
**HOMO energy**: -8.8 eV
**SMILES string**: C/N=c1\nc[nH]o1
**2S+1**: 1
**Electronic energy**: -9705.8253 eV
**Net charge**: 0

Record 2
Here is a single C3H5N3O molecule from OMol25. Energies are from wB97M-V/def2-TZVPD.

Geometry as XYZ:
```
12
Properties=species:S:1:pos:R:3:forces:R:3
C -1.4819 0.3674 1.1241 -0.04 -0.01 0.02
C -0.2680 0.2634 0.2722 0.10 0.10 0.11
N 0.7153 1.0932 0.2943 -0.28 -0.28 0.16
N 1.6102 0.6259 -0.6637 0.20 -0.26 -0.12
C 1.1607 -0.5508 -1.2610 0.11 -0.16 0.03
O 1.6897 -1.2093 -2.1285 -0.12 0.05 0.40
N -0.0559 -0.7608 -0.6273 -0.12 -0.02 -0.20
H -2.3390 -0.1050 0.6387 0.05 0.10 0.07
H -1.7033 1.4199 1.3164 0.04 -0.21 -0.01
H -1.3004 -0.1347 2.0785 -0.10 0.05 -0.06
H 2.5583 0.5729 -0.3318 0.33 0.51 -0.28
H -0.5597 -1.6270 -0.6996 -0.18 0.12 -0.13
```
Positions in Å, forces in eV/Å.

**Energy above the lowest of the compared OMol25 structures with the same formula, charge and spin**: 12.2 kcal/mol
**Orbital gap**: 9.8 eV
**HOMO energy**: -9.1 eV
**SMILES string**: Cc1n[nH]c(=O)[nH]1
**2S+1**: 1
**Electronic energy**: -9710.0569 eV
**Net charge**: 0

Record 3
Here is a single C3H5N3O molecule at a distorted geometry from OMol25. Energies are from wB97M-V/def2-TZVPD.

Geometry as XYZ:
```
12
Properties=species:S:1:pos:R:3:forces:R:3
N -0.6276 -0.5868 -0.0764 0.14 -0.11 -0.21
C 0.6313 -0.4673 0.5089 -0.34 0.76 -0.08
N -1.5989 0.1377 0.6581 0.26 -0.02 0.08
C 0.1483 0.0864 -1.4193 0.59 -0.09 0.82
C 1.5322 -0.2420 -0.5154 -0.24 0.18 -0.15
O 0.8095 -0.2852 1.8071 -0.16 -0.23 -0.49
N 1.0479 -0.6681 -1.9169 -0.31 -0.29 0.02
H -0.0830 -0.1936 2.1961 0.01 -0.05 -0.07
H -1.5387 1.1470 0.4901 -0.03 -0.15 -0.13
H -2.5144 -0.1996 0.3918 0.08 0.06 0.01
H -0.3074 1.0493 -1.6884 0.07 -0.07 0.21
H 2.5006 0.2222 -0.4358 -0.07 0.01 -0.01
```
Positions in Å, forces in eV/Å.

**Energy above the lowest of the compared OMol25 structures with the same formula, charge and spin**: 142.4 kcal/mol
**Orbital gap**: 8.1 eV
**HOMO energy**: -7.4 eV
**2S+1**: 1
**Electronic energy**: -9704.4076 eV
**Net charge**: 0

Record 4
Here is 2 unconnected molecules or ions with the total composition C3H5N3O at a distorted geometry from OMol25. Energies are from wB97M-V/def2-TZVPD.

Geometry as XYZ:
```
12
Properties=species:S:1:pos:R:3:forces:R:3
O 1.6771 0.1845 -1.3722 -0.40 0.08 -0.16
C 1.5043 0.9257 -0.1894 0.15 0.25 0.07
C 0.4667 0.3649 0.6958 0.49 -0.55 0.75
N 0.0097 -0.6135 1.1908 -0.07 0.85 -0.70
N -0.9846 -1.3832 1.2624 -0.19 -0.35 0.19
C -2.0542 -0.2370 -0.5082 0.55 1.54 -1.49
N -1.3766 0.5545 -1.0172 -0.36 -0.86 0.73
H 0.8190 0.2075 -1.8300 0.28 -0.04 0.08
H 1.2569 1.9779 -0.3812 0.04 -0.21 -0.09
H 2.4582 0.9081 0.3461 -0.12 -0.01 0.03
H -0.9425 -2.0155 2.0504 0.31 -0.05 0.21
H -2.8340 -0.8741 -0.2472 -0.69 -0.66 0.38
```
Positions in Å, forces in eV/Å.

**Energy above the lowest of the compared OMol25 structures with the same formula, charge and spin**: 113.4 kcal/mol
**Orbital gap**: 9.7 eV
**HOMO energy**: -8.7 eV
**2S+1**: 1
**Electronic energy**: -9705.6650 eV
**Net charge**: 0

Record 5
Here is a molecular structure, C3H5N3O at a distorted geometry from OMol25. Energies are from wB97M-V/def2-TZVPD.

Geometry as XYZ:
```
12
Properties=species:S:1:pos:R:3:forces:R:3
C 0.1650 -1.5007 0.5311 -0.45 -1.14 -0.60
C 0.0811 0.9667 0.3346 -2.60 -1.96 -0.93
C -0.5722 -0.4461 -0.1003 1.92 1.49 -3.22
N 0.7892 -2.3356 1.0165 0.04 0.22 0.13
N 0.9617 0.9144 1.3094 2.55 0.06 1.53
N -0.4246 -0.5532 -1.9627 -2.17 -1.70 3.84
O -0.4780 1.9253 -0.1195 0.32 1.37 -0.58
H -1.6027 -0.3291 0.1644 -0.50 -0.41 0.04
H 1.3336 -0.0212 1.5982 -0.28 1.59 -0.33
H 1.4591 1.7984 1.5857 -0.86 -1.54 -0.35
H -1.4385 -0.8489 -2.2784 2.53 1.23 0.94
H -0.2737 0.4300 -2.0789 -0.49 0.79 -0.47
```
Positions in Å, forces in eV/Å.

**Energy above the lowest of the compared OMol25 structures with the same formula, charge and spin**: 57.2 kcal/mol
**Orbital gap**: 10.8 eV
**HOMO energy**: -10.4 eV
**2S+1**: 1
**Electronic energy**: -9708.1028 eV
**Net charge**: 0

Record 6
Here is a single C3H5N3O2S molecule at a distorted geometry from OMol25. Energies are from wB97M-V/def2-TZVPD.

Geometry as XYZ:
```
14
Properties=species:S:1:pos:R:3:forces:R:3
N -0.9212 1.7909 0.6635 -0.81 0.01 -1.49
C -0.7432 0.8462 -0.2947 3.44 -4.31 1.02
N -1.2853 0.5719 -1.4819 1.83 -1.61 1.98
N -0.8447 -0.6267 -2.0450 -1.33 0.49 -1.50
C 0.0344 -1.2284 -1.3110 -0.51 2.03 1.34
C 0.3296 -0.6282 -0.1052 -2.04 5.35 0.85
S 1.5198 -0.7081 1.1862 0.75 -3.80 0.98
O 1.4442 -2.0566 1.8360 -0.70 2.68 -0.99
O 1.5054 0.4970 2.0024 -0.36 -0.60 -1.06
H -0.2565 1.8652 1.3925 1.21 -0.50 0.40
H -1.8261 1.9374 1.0498 -0.92 0.19 -0.26
H -2.1442 0.8411 -1.8953 -0.65 0.89 -0.18
H 0.3870 -2.1166 -1.6706 1.06 -2.16 -0.82
H 2.8007 -0.9852 0.6734 -0.98 1.34 -0.28
```
Positions in Å, forces in eV/Å.

**Energy above the lowest of the compared OMol25 structures with the same formula, charge and spin**: 64.5 kcal/mol
**Orbital gap**: 9.2 eV
**HOMO energy**: -8.7 eV
**SMILES string**: Nc1[nH]ncc1[SH](=O)=O
**2S+1**: 1
**Electronic energy**: -22588.4325 eV
**Net charge**: 0

Record 7
Here is a molecular structure, C3H5N3O4 at a distorted geometry from OMol25. Energies are from wB97M-V/def2-TZVPD.

Geometry as XYZ:
```
15
Properties=species:S:1:pos:R:3:forces:R:3
O -1.2631 2.4197 -1.8398 1.77 -1.42 3.66
C -0.5878 2.3360 -0.8410 -2.60 2.69 -0.88
N 0.1821 0.5690 0.2643 -3.42 0.77 2.16
C 0.1952 -0.6971 -0.2494 -1.37 -1.34 2.09
N -0.7253 -1.2385 -0.9844 0.95 0.95 -0.70
O -0.3822 -2.6017 -1.0223 -0.27 -0.12 -0.27
C 0.6532 -2.8553 -0.1927 0.51 -1.44 0.01
O 1.1886 -3.9272 -0.0693 -0.47 0.64 0.17
N 0.9578 -1.6469 0.3784 1.06 0.10 0.23
H 0.4220 2.7852 -0.7637 -0.48 -0.67 0.40
H 0.8232 0.7830 1.0260 0.74 -0.62 -0.69
H 1.2763 -1.5341 1.3383 0.24 -0.23 -0.68
O -1.3303 2.3527 0.7243 1.20 0.46 -2.14
H -0.8966 0.8127 0.9758 2.81 -0.39 -3.18
H -0.5131 2.4425 1.2555 -0.68 0.63 -0.18
```
Positions in Å, forces in eV/Å.

**Energy above the lowest of the compared OMol25 structures with the same formula, charge and spin**: 107.7 kcal/mol
**Orbital gap**: 9.4 eV
**HOMO energy**: -9.7 eV
**2S+1**: 1
**Electronic energy**: -15847.8634 eV
**Net charge**: 0

Record 8
Here is 2 unconnected molecules or ions with the total composition C3H5N3O9 at a distorted geometry from OMol25. Energies are from wB97M-V/def2-TZVPD.

Geometry as XYZ:
```
20
Properties=species:S:1:pos:R:3:forces:R:3
C 1.7318 0.2232 0.3984 1.12 0.49 0.37
C 0.7579 -0.5169 -0.5520 -0.63 -0.09 4.08
C -0.6525 -0.6508 0.0824 0.36 4.78 0.46
N -1.7879 -0.6826 -0.8858 -0.20 -1.04 0.12
N -0.7862 -1.4718 1.3909 -0.08 1.89 -3.81
N -0.8475 2.2535 0.0352 -0.54 -2.21 0.83
O -1.5287 -0.3732 -2.0331 -0.17 -0.19 0.64
O -2.8415 -1.0669 -0.4381 -0.04 0.35 -0.16
O -1.0197 -2.5889 1.1663 -0.81 -3.67 -0.67
O -0.6013 -0.9274 2.3894 0.67 1.93 3.42
O -1.0736 3.2157 0.6543 -0.13 3.00 0.28
O -0.4888 2.0648 -1.0839 0.47 0.59 -1.78
O 1.5934 1.6500 0.5193 0.18 -0.80 -2.62
O 1.1998 -1.8360 -0.5332 -0.01 -0.93 -1.90
O -1.0949 1.1890 0.8008 0.15 -4.50 -0.28
H 1.5856 -0.1501 1.4443 0.52 0.04 -1.01
H 2.7695 -0.0379 -0.0440 -1.49 0.21 0.99
H 0.6880 -0.0567 -1.4799 -0.21 0.67 -1.74
H 1.5260 1.9533 -0.4440 0.29 -0.12 2.03
H 0.8705 -2.1903 -1.3873 0.54 -0.40 0.77
```
Positions in Å, forces in eV/Å.

**Energy above the lowest of the compared OMol25 structures with the same formula, charge and spin**: 126.7 kcal/mol
**Orbital gap (alpha / beta)**: 8.5 / 8.5 eV
**HOMO energy (alpha / beta)**: -11.2 / -11.2 eV
**2S+1**: 1
**Electronic energy**: -26075.8680 eV
**Net charge**: 0

Record 9
Here is a single C3H5N3OS molecule at a distorted geometry from OMol25. Energies are from wB97M-V/def2-TZVPD.

Geometry as XYZ:
```
13
Properties=species:S:1:pos:R:3:forces:R:3
H 1.7033 -0.7205 -2.1105 -2.76 2.44 0.44
N 0.9145 0.0743 -1.8243 2.04 -2.66 0.64
C 0.4282 -0.3702 -0.7293 0.29 0.20 0.36
N 0.5939 -1.6506 -0.1893 -2.14 -0.31 1.19
N -0.3004 0.5233 0.1918 2.20 1.03 -1.31
C -1.5717 0.3008 0.5016 -1.87 -1.54 3.19
O -2.1865 -0.7395 0.3673 0.04 0.39 -1.17
C 0.3940 1.5961 0.8308 -2.42 0.51 -0.48
S 1.9398 1.8094 0.6206 1.23 0.59 0.51
H -0.0994 -1.8636 0.6642 2.00 0.52 -2.91
H 0.4527 -2.2826 -0.9939 0.14 -0.10 1.15
H -1.9275 0.9932 1.2914 -0.20 0.55 -0.73
H -0.3409 2.3299 1.3795 1.45 -1.60 -0.89
```
Positions in Å, forces in eV/Å.

**Energy above the lowest of the compared OMol25 structures with the same formula, charge and spin**: 51.2 kcal/mol
**Orbital gap**: 8.8 eV
**HOMO energy**: -9.1 eV
**SMILES string**: [H]/N=C(\N)N(C=O)C=S
**2S+1**: 1
**Electronic energy**: -20543.4387 eV
**Net charge**: 0

Record 10
Here is a single C3H5N3OS molecule at a distorted geometry from OMol25. Energies are from wB97M-V/def2-TZVPD.

Geometry as XYZ:
```
13
Properties=species:S:1:pos:R:3:forces:R:3
N -2.1643 1.6562 -0.0565 3.19 0.24 0.15
C -1.5668 0.4409 -0.0057 -0.16 -0.19 0.05
S -2.4320 -0.9692 0.0063 -0.28 -0.04 0.05
N -0.1477 0.5292 0.0046 0.53 0.26 -0.21
C 0.5084 -0.5802 0.0184 -1.69 0.71 0.36
N 1.8558 -0.7154 -0.0171 1.41 -1.07 -0.21
C 2.7951 0.3397 0.1074 0.17 -0.15 -1.05
O 3.9877 0.2182 -0.0694 -1.37 -0.19 0.47
H -1.4388 2.4327 -0.0089 -2.03 -1.02 -0.03
H -3.1577 1.7070 0.0622 -0.05 0.35 -0.03
H -0.1005 -1.4808 0.1195 0.39 -0.42 -0.30
H 2.2088 -1.6868 -0.2235 -0.34 1.68 0.51
H 2.2714 1.2966 0.2674 0.22 -0.16 0.25
```
Positions in Å, forces in eV/Å.

**Energy above the lowest of the compared OMol25 structures with the same formula, charge and spin**: 12.1 kcal/mol
**Orbital gap**: 8.5 eV
**HOMO energy**: -8.7 eV
**SMILES string**: NC(=S)/N=C/NC=O
**2S+1**: 1
**Electronic energy**: -20545.1344 eV
**Net charge**: 0